Entry from OMol25: a structure of composition C30H66CuN4O6 in a non-equilibrium geometry (ωB97M-V/def2-TZVPD).

Values from the calculation:
Spin multiplicity: 3
LUMO (spin up / spin down) (eV): -1.39 / -2.67
Energy (eV): -95052.636
HOMO-LUMO gap (spin up / spin down) (eV): 8.188 / 6.858
Expectation value of S²: 2.011
Total charge: +1

```
107
C30H66CuN4O6 | OMol25 | ωB97M-V/def2-TZVPD
Cu 12.33568 -7.07179 -25.13160
C 12.25961 -2.56894 -25.47859
C 13.78597 -2.77809 -25.22736
C 14.41100 -1.44442 -24.74925
C 15.66133 -1.62079 -23.87862
C 15.30548 -2.46744 -22.70687
C 14.10874 -3.46582 -22.76304
N 13.97838 -3.84691 -24.20677
O 13.54904 -5.17030 -24.48896
C 12.81739 -2.78009 -22.16525
C 14.57508 -4.64881 -21.78123
C 14.60623 -3.16673 -26.49265
H 11.73080 -3.51223 -25.61520
H 12.03852 -1.97514 -26.36550
H 11.69671 -2.22019 -24.61278
H 13.68852 -0.75145 -24.31807
H 14.76768 -0.89989 -25.62353
H 16.00487 -0.61945 -23.61902
H 16.41065 -2.01654 -24.56419
H 15.08879 -1.65535 -22.01285
H 16.18246 -2.84867 -22.18375
H 12.62422 -1.79174 -22.58233
H 12.98839 -2.65255 -21.09633
H 11.94113 -3.42687 -22.20938
H 13.90240 -5.50413 -21.71772
H 14.64194 -4.21181 -20.78491
H 15.49877 -5.09953 -22.14421
H 15.68592 -3.20799 -26.34891
H 14.40770 -2.47385 -27.31033
H 14.33529 -4.12882 -26.92747
C 13.19627 -11.37197 -25.90083
C 12.08662 -11.14574 -26.90908
C 11.44883 -12.50898 -27.42256
C 10.41695 -13.15934 -26.44474
C 9.36044 -12.19390 -26.07029
C 9.91658 -10.79431 -25.51746
N 10.98447 -10.26050 -26.41938
O 11.34422 -8.87052 -26.15269
C 10.42444 -11.09907 -24.10584
C 8.74150 -9.79299 -25.42746
C 12.74155 -10.69649 -28.27286
H 14.14048 -11.62597 -26.38255
H 12.95726 -12.11098 -25.13609
H 13.54273 -10.49559 -25.35309
H 12.22091 -13.21472 -27.72903
H 10.86093 -12.31967 -28.32068
H 10.99793 -13.53555 -25.60270
H 9.95982 -14.04998 -26.87590
H 8.68426 -12.58023 -25.30764
H 8.66593 -11.96718 -26.87921
H 9.56484 -11.31084 -23.46998
H 10.99579 -10.22672 -23.78856
H 11.12823 -11.93136 -24.09775
H 7.97337 -10.03491 -24.69292
H 8.21960 -9.66669 -26.37602
H 9.09870 -8.81384 -25.10846
H 11.93605 -10.18547 -28.80024
H 13.09197 -11.53782 -28.87075
H 13.56230 -10.00625 -28.07781
C 9.39259 -5.80432 -25.59855
O 10.42028 -6.33248 -24.76441
C 9.97040 -6.32604 -23.33999
C 11.16321 -6.75938 -22.47908
N 11.88408 -7.91049 -23.04871
C 13.06216 -8.29003 -22.31978
C 12.82953 -8.66670 -20.81179
O 11.84042 -9.59540 -20.77235
C 11.32344 -9.85323 -19.45519
H 9.47737 -6.05199 -26.65664
H 9.32455 -4.71650 -25.60966
H 8.40878 -6.17597 -25.31205
H 9.08254 -6.91641 -23.11356
H 9.72364 -5.30891 -23.03561
H 10.84125 -6.99809 -21.46544
H 11.80844 -5.89754 -22.30872
H 11.38956 -8.77534 -22.88259
H 13.90130 -7.59899 -22.39984
H 13.53189 -9.14142 -22.81232
H 12.49854 -7.73731 -20.34835
H 13.77004 -8.90834 -20.31667
H 10.75055 -9.02145 -19.04524
H 12.14724 -10.05921 -18.77180
H 10.64655 -10.70464 -19.38444
C 16.77337 -11.07222 -27.28787
O 15.90855 -10.29450 -26.56780
C 16.56551 -9.26160 -25.81632
C 15.48378 -8.47299 -25.06402
N 14.33676 -8.00422 -25.85503
C 14.70995 -7.19568 -27.05275
C 13.51067 -6.81698 -27.97363
O 12.47744 -6.19480 -27.17660
C 11.74216 -5.29114 -27.99042
H 16.26725 -12.00929 -27.51992
H 17.62961 -11.38589 -26.69074
H 17.04365 -10.64403 -28.25312
H 17.19783 -8.56239 -26.36348
H 17.12311 -9.73144 -25.00611
H 16.00549 -7.63563 -24.60062
H 15.18948 -9.13945 -24.25326
H 14.07590 -8.90441 -26.23146
H 15.49645 -7.67131 -27.63865
H 15.17771 -6.29692 -26.65084
H 13.15772 -7.76087 -28.38910
H 13.94675 -6.29084 -28.82280
H 10.98064 -4.75058 -27.42831
H 11.22373 -5.68134 -28.86625
H 12.44079 -4.53539 -28.34939
```